Entry from OMol25: one molecule with the formula C10H12N2O3 in a non-equilibrium geometry (ωB97M-V/def2-TZVPD).

The geometry in ORCA input format:
```
! wB97M-V def2-TZVPD RIJCOSX def2/J DEFGRID3
* xyz 0 1
C -1.357 -2.233 -0.261
C -0.618 -1.287 -0.905
C -2.098 -0.350 0.354
C 3.155 -1.394 -0.788
C 2.396 -0.406 -1.176
C 1.407 0.323 -0.353
C -1.421 1.945 -1.856
C -0.711 1.182 -0.932
C -0.136 0.344 2.894
C 0.712 0.941 1.757
N -2.304 -1.663 0.479
N -1.106 -0.071 -0.476
O 0.655 1.280 -1.028
O -1.237 2.282 -0.475
O 1.287 0.101 0.904
H -1.354 -3.340 -0.290
H 0.203 -1.419 -1.692
H -2.671 0.534 0.932
H 3.764 -1.826 -1.451
H 2.936 -1.858 0.155
H 2.327 0.013 -2.275
H -0.987 2.537 -2.624
H -2.398 1.672 -1.933
H -1.103 0.357 2.621
H -0.112 0.936 3.918
H 0.344 -0.580 3.062
H 0.424 1.983 1.438
*
```

Results
- Electronic energy: -19679.883 eV
- HOMO (spin up / spin down): -6.872 / -7.519 eV
- LUMO (spin up / spin down): 0.63 / 0.38 eV

Atomic partial charges in e from the Löwdin method, atoms 1 to 8: atom 1 (C): -0.16, atom 2 (C): -0.05, atom 3 (C): -0.17, atom 4 (C): 0.02, atom 5 (C): -0.12, atom 6 (C): -0.36, atom 7 (C): 0.05, atom 8 (C): -0.63

Entry from OMol25: a 2-piece molecular cluster, C10H12NO overall in a non-equilibrium geometry (ωB97M-V/def2-TZVPD).

The geometry in ORCA input format:
```
! wB97M-V def2-TZVPD RIJCOSX def2/J DEFGRID3
* xyz 1 1
C -2.504 0.271 1.566
C -2.324 -1.016 1.052
C -1.969 1.407 0.912
C -1.363 -1.327 0.147
C -1.062 1.089 -0.095
C -0.725 -0.248 -0.453
C -0.402 1.996 -1.081
C 0.397 1.014 -1.914
C 0.955 -1.360 -1.950
C 2.193 0.017 2.403
N 0.277 -0.182 -1.456
O 1.755 -0.039 1.282
H -3.157 0.466 2.337
H -2.813 -1.877 1.327
H -2.149 2.389 1.130
H -1.299 -2.315 -0.153
H -1.093 2.667 -1.537
H 1.098 1.392 -2.681
H 1.638 -1.098 -2.693
H 1.299 -2.014 -1.147
H 0.203 -2.116 -2.393
H 3.088 0.543 2.886
H 1.537 -0.445 3.243
H 0.342 2.691 -0.712
*
```

Results
- Electronic energy: -14093.819 eV
- HOMO (spin up / spin down): -12.868 / -12.868 eV
- LUMO (spin up / spin down): -4.14 / -4.14 eV

Atomic partial charges in e from the Löwdin method, atoms 1 to 8: atom 1 (C): 0.00, atom 2 (C): -0.04, atom 3 (C): 0.04, atom 4 (C): 0.01, atom 5 (C): -0.14, atom 6 (C): -0.14, atom 7 (C): -0.04, atom 8 (C): 0.07

Entry from OMol25: C10H12NO as an isolated structure in a non-equilibrium geometry (ωB97M-V/def2-TZVPD).

The geometry in ORCA input format:
```
! wB97M-V def2-TZVPD RIJCOSX def2/J DEFGRID3
* xyz 1 1
C -3.444 -1.231 0.077
C -4.147 -0.054 -0.244
C -2.003 -1.236 0.318
C -3.468 1.200 -0.334
C -0.018 1.897 0.001
C -1.520 0.018 0.287
C -2.130 1.224 -0.048
C 2.597 0.621 0.605
C 1.429 -0.893 -0.844
C 1.331 -0.216 0.488
N 0.198 0.727 0.435
O -1.267 2.304 -0.132
H -3.968 -2.155 0.322
H -5.250 -0.031 -0.454
H -1.564 -2.092 0.756
H -3.958 2.034 -0.851
H 0.778 2.671 -0.347
H 2.573 1.356 1.496
H 2.927 1.261 -0.267
H 3.566 0.057 0.836
H 1.294 -0.134 -1.596
H 0.627 -1.602 -0.989
H 2.371 -1.283 -0.936
H 1.161 -0.885 1.333
*
```

Results
- Electronic energy: -14093.215 eV
- HOMO: -13.597 eV
- LUMO: -3.76 eV

Atomic partial charges in e from the Löwdin method, atoms 1 to 8: atom 1 (C): -0.02, atom 2 (C): -0.03, atom 3 (C): 0.01, atom 4 (C): 0.03, atom 5 (C): -0.10, atom 6 (C): 0.06, atom 7 (C): -0.20, atom 8 (C): -0.08

Entry from OMol25: a 2-piece molecular cluster, C10H12NO4 overall in a non-equilibrium geometry (ωB97M-V/def2-TZVPD).

The geometry in ORCA input format:
```
! wB97M-V def2-TZVPD RIJCOSX def2/J DEFGRID3
* xyz -1 1
C 2.513 -0.995 0.507
N 2.538 0.094 -0.503
C 3.666 1.013 -0.250
C 1.324 0.857 -0.251
O 1.253 1.584 0.688
C 0.108 0.704 -1.159
C -1.086 0.379 -0.287
C -1.777 1.337 0.275
C -2.928 1.018 1.150
O -3.652 1.857 1.599
C -3.117 -0.418 1.474
C -2.419 -1.373 0.928
C -1.381 -1.061 -0.089
O -0.835 -1.937 -0.676
H 2.926 -1.915 0.094
H 3.117 -0.720 1.380
H 1.504 -1.178 0.873
H 4.562 0.517 -0.628
H 3.827 1.224 0.812
H 3.489 1.944 -0.785
H 0.245 -0.072 -1.909
H -0.092 1.625 -1.704
H -1.459 2.351 0.079
H -3.879 -0.634 2.212
H -2.588 -2.414 1.163
O -3.352 -1.851 -2.720
H -2.510 -1.937 -2.272
*
```

Results
- Electronic energy: -20242.335 eV
- HOMO: -2.460 eV
- LUMO: 1.87 eV

Atomic partial charges in e from the Löwdin method, atoms 1 to 8: atom 1 (C): -0.06, atom 2 (N): -0.15, atom 3 (C): -0.10, atom 4 (C): -0.44, atom 5 (O): 0.12, atom 6 (C): -0.02, atom 7 (C): -0.14, atom 8 (C): 0.06

Entry from OMol25: C10H12O as an isolated structure in a non-equilibrium geometry (ωB97M-V/def2-TZVPD).

The geometry in ORCA input format:
```
! wB97M-V def2-TZVPD RIJCOSX def2/J DEFGRID3
* xyz 0 1
C -1.250 -1.088 -0.305
C -2.220 0.029 -0.683
C -2.036 1.133 0.157
C -0.743 1.838 0.029
C 0.398 0.765 0.017
C 1.749 1.244 0.268
C 2.849 0.359 0.084
C 2.588 -0.862 -0.115
C 1.277 -1.361 -0.255
C 0.140 -0.519 -0.255
H -1.000 -2.101 1.430
H -0.956 -2.006 -1.331
H -3.424 -0.317 -0.291
H -2.097 0.318 -1.512
H -1.965 1.150 1.360
H -2.684 1.645 0.120
H -0.520 2.304 -0.907
H -0.511 2.607 0.436
H 1.876 2.617 0.163
H 3.790 0.840 0.432
H 3.250 -1.419 -0.132
H 1.035 -2.206 -0.565
O -1.664 -1.582 0.893
*
```

Results
- Electronic energy: -12601.220 eV
- HOMO: -8.762 eV
- LUMO: 0.80 eV

Atomic partial charges in e from the Löwdin method, atoms 1 to 8: atom 1 (C): -0.36, atom 2 (C): -0.10, atom 3 (C): -0.21, atom 4 (C): -0.11, atom 5 (C): -0.14, atom 6 (C): 0.00, atom 7 (C): -0.12, atom 8 (C): -0.09

Entry from OMol25: one molecule with the formula C10H12O2 in a non-equilibrium geometry (ωB97M-V/def2-TZVPD).

The geometry in ORCA input format:
```
! wB97M-V def2-TZVPD RIJCOSX def2/J DEFGRID3
* xyz 0 1
C 1.947 0.052 -2.713
C 0.591 -0.574 -0.899
C 0.232 0.271 0.110
C -0.989 0.035 0.786
C -1.428 1.161 1.783
C -0.518 1.815 2.565
C 0.833 1.052 2.982
C -1.919 -0.811 0.240
C -1.640 -1.695 -0.809
C -0.407 -1.478 -1.412
H 3.060 -0.018 -2.816
H 1.480 -0.375 -3.688
H 1.677 1.113 -2.800
H 0.878 1.066 0.364
H -2.440 1.667 1.745
H -0.763 2.878 3.099
H 1.058 1.212 4.066
H 0.680 -0.218 2.800
H 1.724 1.505 2.201
H -2.901 -0.905 0.659
H -2.376 -2.308 -1.322
H -0.672 -2.740 -2.983
O 1.775 -0.521 -1.441
O 0.118 -2.185 -2.517
*
```

Results
- Electronic energy: -14655.659 eV
- HOMO: -8.077 eV
- LUMO: 0.66 eV
- SMILES: C/C=C\c1ccc(O)c(OC)c1

Atomic partial charges in e from the Löwdin method, atoms 1 to 8: atom 1 (C): -0.09, atom 2 (C): -0.28, atom 3 (C): 0.03, atom 4 (C): -0.21, atom 5 (C): -0.09, atom 6 (C): -0.19, atom 7 (C): -0.14, atom 8 (C): -0.07

Here are the calculated ΔE to the lowest compared entry with this formula, charge and spin numbers, same order: 571.89 123.09 181.34 222.84 1047.38 352.46 (kJ/mol).